Here is a structure of composition C4H5N3O from the OMol25 dataset. Energies are from ωB97M-V with the def2-TZVPD basis set.

Properties
**ΔE to the lowest compared entry with this formula, charge and spin**: 1019.76 kJ/mol
**HOMO energy**: -8.7 eV
**2S+1**: 1
**Total charge**: 0

Last column: Mulliken charge in e.
Cartesian coordinates (Å):
C -0.747 -0.347 0.731  -0.074
C 0.639 -0.040 -0.803  0.541
C 0.455 1.958 -0.568  -0.206
C -0.272 0.747 -0.045  0.140
H -0.688 -0.184 3.109  0.258
H -2.483 0.287 1.741  0.316
H -0.259 -2.659 0.996  0.389
H 0.967 2.485 0.185  0.244
H -0.315 2.633 -1.213  0.232
N -1.723 -0.586 1.847  -0.687
N -0.359 -1.470 0.152  -0.029
N 0.798 -1.359 -0.692  -0.727
O 1.415 0.930 -1.231  -0.398